ORCA calculation (ωB97M-V/def2-TZVPD) on C2H9F2N3O2P2 as an isolated structure at a distorted geometry.

XYZ file:
```
20
Properties=species:S:1:pos:R:3:forces:R:3:mulliken_charge:R:1
C 1.836 0.382 1.743 -3.26 -3.80 2.61 -0.83
C 0.105 0.708 -2.521 0.58 -2.06 0.97 -0.69
N -0.290 -3.464 -0.061 1.35 -0.46 -2.81 -0.69
N -1.034 -0.738 -0.611 0.57 -1.02 0.60 -0.72
N -1.788 1.065 0.842 -0.06 4.44 1.15 -0.43
O 0.791 -0.053 0.824 1.57 -1.07 1.51 -0.27
O 0.101 1.302 -1.266 0.36 0.92 -0.96 -0.30
F -1.297 -1.928 1.635 0.47 -0.42 -0.42 -0.24
F 0.212 2.196 0.668 -0.36 -0.47 0.74 -0.47
P -0.727 -2.023 0.166 -1.07 1.11 0.56 0.89
P -0.380 0.708 0.092 -0.38 2.11 0.04 1.17
H 2.564 0.898 1.351 3.39 3.11 -2.89 0.38
H 2.330 -0.555 2.086 -0.63 0.41 -0.22 0.29
H 1.500 0.900 2.642 -0.60 -0.03 -0.34 0.30
H 0.875 1.116 -3.075 1.23 1.87 -1.35 0.32
H -0.852 0.813 -2.950 -0.94 -0.30 -0.88 0.28
H 0.512 -0.315 -2.468 -1.02 -0.13 0.06 0.25
H 0.147 -3.556 -1.074 -1.15 0.18 2.69 0.29
H -2.537 0.450 0.843 -1.31 -1.24 -0.29 0.20
H -2.067 2.094 1.134 1.27 -3.15 -0.77 0.27
```
Forces are in eV/Å.

The calculation puts the calculated total energy at -1278.84865 a.u. The total charge is 0. The HOMO energy is -10.067 eV.

=====

ORCA calculation (ωB97M-V/def2-TZVPD) on C23H21N5O3S in the gas phase at a distorted geometry.

XYZ file:
```
53
Properties=species:S:1:pos:R:3:forces:R:3:mulliken_charge:R:1
C -4.356 -2.371 1.251 -0.05 -0.10 0.07 -0.80
C -4.219 -1.059 1.289 -0.06 0.20 0.00 -0.11
C -4.377 -0.187 0.078 -0.22 -0.19 -0.14 -0.96
N -3.088 0.078 -0.560 -0.30 0.23 0.38 0.33
C -2.826 -0.470 -1.767 0.40 0.09 -0.26 1.00
O -3.626 -1.156 -2.369 -0.13 -0.25 -0.23 -0.69
C -1.454 -0.172 -2.350 0.25 -0.23 -0.01 -0.84
S -0.155 -1.081 -1.449 -0.24 -0.34 -0.23 -0.07
C 0.857 0.241 -0.908 -0.49 0.62 -0.54 0.31
N 0.608 1.446 -1.323 0.00 -0.11 -0.16 -0.43
C 1.421 2.386 -0.801 0.70 -0.45 0.56 -0.34
N 1.391 3.709 -1.034 -0.11 -0.50 -0.08 0.46
N 2.330 4.355 -0.319 0.37 0.81 0.22 -1.01
C 2.975 3.449 0.375 -0.16 -0.14 -0.11 -1.02
C 2.454 2.162 0.120 -0.48 0.18 -0.48 1.11
C 2.744 0.825 0.550 -0.01 0.31 -0.12 0.26
O 3.601 0.436 1.308 0.12 0.02 0.11 -0.66
N 1.868 -0.110 -0.073 0.12 -0.24 0.13 1.47
C 2.025 -1.492 0.275 0.20 -0.21 0.03 -1.19
C 1.478 -1.905 1.485 0.06 -0.20 -0.04 0.16
C 1.537 -3.222 1.884 -0.13 0.15 0.13 -1.16
C 2.153 -4.151 1.059 0.06 0.04 -0.11 -0.45
C 2.723 -3.748 -0.126 0.02 0.09 -0.11 -0.68
C 2.692 -2.412 -0.540 0.02 -0.07 0.15 0.90
O 3.311 -2.183 -1.725 -0.30 -0.29 0.19 -0.50
C 3.719 -0.888 -2.105 0.19 0.43 -0.18 -0.63
C -2.217 0.951 0.147 0.17 0.22 0.03 -0.54
C -1.421 0.466 1.177 -0.11 0.02 0.02 -0.10
C -0.623 1.339 1.898 0.02 -0.01 0.06 -0.71
C -0.619 2.690 1.598 -0.02 0.09 0.04 -0.56
C -1.414 3.173 0.573 -0.06 0.08 0.06 -0.91
C -2.213 2.307 -0.153 -0.03 -0.12 0.09 -0.21
H -4.613 -2.881 0.337 -0.07 -0.07 -0.23 0.28
H -4.219 -2.987 2.124 0.05 -0.07 0.20 0.30
H -3.954 -0.553 2.208 0.03 -0.05 0.16 0.38
H -4.831 0.771 0.350 0.01 -0.08 -0.08 0.25
H -4.989 -0.688 -0.675 0.02 0.14 0.15 0.62
H -1.179 0.880 -2.285 -0.07 -0.03 -0.10 0.39
H -1.438 -0.522 -3.382 -0.07 0.10 0.10 0.48
H 0.777 4.219 -1.646 0.06 -0.07 0.07 0.25
H 3.779 3.723 1.027 0.18 0.14 0.13 0.57
H 1.002 -1.163 2.107 -0.04 0.11 0.05 0.41
H 1.105 -3.523 2.826 -0.05 -0.02 0.09 0.45
H 2.200 -5.189 1.350 0.01 -0.10 0.01 0.40
H 3.224 -4.450 -0.774 0.06 -0.08 -0.07 0.46
H 4.426 -1.038 -2.921 -0.05 0.05 0.06 0.36
H 2.884 -0.284 -2.473 0.07 -0.07 0.01 0.21
H 4.225 -0.367 -1.288 0.00 -0.06 -0.02 0.27
H -1.430 -0.591 1.400 0.00 -0.07 -0.01 0.67
H -0.003 0.967 2.700 0.06 -0.05 0.08 0.41
H 0.007 3.366 2.161 0.07 0.07 0.04 0.45
H -1.414 4.228 0.341 0.00 0.10 -0.02 0.49
H -2.839 2.675 -0.953 -0.08 0.01 -0.08 0.47
```
Forces are in eV/Å.

The calculation puts the calculated total energy at -1786.75094 a.u. The total charge is 0. The HOMO energy is -8.646 eV. The SMILES is C=CCN(C(=O)CSc1nc2[nH]ncc2c(=O)n1-c1ccccc1OC)c1ccccc1.

=====

ORCA calculation (ωB97M-V/def2-TZVPD) on a 9-piece molecular cluster, C20H61N5O10 overall at a distorted geometry.

XYZ file:
```
96
Properties=species:S:1:pos:R:3:forces:R:3:mulliken_charge:R:1
N -0.733 0.209 0.630 5.39 -1.08 0.92 0.35
H -0.391 -0.630 -0.042 -0.52 3.40 1.22 0.07
H -0.295 -0.019 1.636 -0.14 0.98 -2.63 0.25
H -1.598 -0.006 0.878 -5.49 -1.38 0.88 0.34
H -0.771 1.255 0.440 1.14 -1.39 -0.34 -0.25
C 0.327 4.231 1.545 -1.66 -0.92 -0.55 0.73
O -0.828 4.632 1.516 -1.45 2.03 0.26 -0.72
O 1.356 5.055 1.302 2.85 -2.81 0.63 -0.48
O 0.566 3.016 1.700 1.82 -1.15 0.07 -0.74
H 1.228 5.934 1.089 -1.53 2.57 -0.49 0.29
C -0.290 -3.691 0.860 2.06 2.33 0.08 -1.12
C -1.439 -3.634 1.748 -0.82 1.72 2.28 0.16
C -1.402 -4.638 2.914 -1.07 0.79 0.08 -0.54
O -1.668 -5.885 2.382 0.30 -2.01 -0.24 -0.35
C -1.113 -6.983 3.104 -4.11 2.87 4.43 -0.84
N -1.651 -2.197 2.218 -0.15 -0.40 1.17 -0.37
H 0.646 -3.540 1.363 0.66 -0.24 0.64 -0.01
H -0.299 -2.797 0.227 -0.31 -0.47 -0.51 0.09
H -0.218 -4.576 0.322 -0.04 -1.55 -1.15 0.58
H -2.197 -3.819 1.049 -2.05 -0.65 -0.20 0.32
H -2.133 -4.350 3.714 0.11 -0.24 -0.61 0.31
H -0.466 -4.693 3.432 1.07 0.52 0.11 0.43
H -1.591 -7.853 2.875 -0.85 -2.31 -1.60 0.35
H -1.504 -6.952 4.297 0.91 0.40 -2.59 0.23
H -0.107 -7.028 3.224 3.23 0.05 -0.44 0.38
H -2.555 -2.001 2.726 0.96 -0.90 -0.99 0.24
H -0.978 -2.035 2.981 0.02 0.09 -0.54 0.11
C 2.036 -2.376 -2.692 -5.16 -0.48 3.38 -1.45
C 2.403 -0.972 -2.633 2.20 1.56 -2.78 0.83
C 2.855 -0.382 -4.051 -0.72 -1.88 1.14 -1.18
O 1.758 -0.574 -4.901 -1.10 0.25 -0.96 -0.32
C 1.962 -0.009 -6.174 -0.06 0.69 -1.88 -0.76
N 1.398 -0.114 -2.131 -1.09 1.39 0.71 0.02
H 2.739 -3.079 -2.876 2.46 -1.89 -0.85 0.59
H 1.172 -2.498 -3.323 -0.17 -0.26 -0.72 0.31
H 1.513 -2.710 -1.629 1.55 0.92 -2.19 -0.11
H 3.340 -0.946 -2.117 0.47 0.62 1.20 0.28
H 3.557 -0.993 -4.536 1.96 -0.94 -0.07 0.64
H 3.302 0.606 -3.945 -0.64 0.54 -0.09 0.43
H 1.773 1.052 -6.025 0.11 0.47 -0.47 0.32
H 1.216 -0.334 -7.037 1.44 0.07 2.21 0.21
H 3.042 -0.080 -6.579 -1.51 -0.34 0.72 0.28
H 0.713 0.147 -2.864 0.46 -0.63 0.53 0.18
H 1.820 0.798 -1.913 -0.47 -0.29 0.37 -0.12
C 2.888 -0.558 1.076 1.58 -0.02 -2.53 -1.09
C 2.576 -1.385 2.360 -0.53 -1.47 -3.29 1.52
C 3.809 -1.557 3.139 3.20 1.88 1.75 -1.23
O 5.009 -1.942 2.427 -0.48 -0.64 0.78 -0.28
C 6.026 -2.477 3.272 1.23 -1.37 -5.30 -1.04
N 1.566 -0.739 3.095 -0.75 3.99 -2.69 -0.34
H 3.299 0.547 1.164 -1.32 -2.20 0.37 0.11
H 2.237 -0.678 0.162 -0.78 0.76 1.61 0.19
H 3.697 -1.056 0.468 0.17 0.20 1.39 0.42
H 2.138 -2.475 2.067 1.22 2.41 0.33 -0.68
H 3.655 -2.175 3.990 -0.27 -1.29 0.64 0.53
H 4.081 -0.586 3.678 -0.56 -0.55 -0.88 0.31
H 5.800 -3.199 3.947 -1.74 -2.34 1.89 0.42
H 6.662 -1.869 3.751 1.52 3.65 2.01 0.45
H 6.866 -2.966 2.613 -1.94 0.50 0.48 0.25
H 1.310 -1.115 3.914 -0.89 -1.83 3.68 0.21
H 1.662 0.302 3.203 0.15 -1.46 -0.27 0.26
C -2.282 3.405 -0.954 -3.32 -1.04 0.00 -0.31
C -2.554 2.417 -2.183 -0.93 3.74 -0.47 0.14
C -3.187 3.239 -3.470 3.86 1.06 2.29 -0.82
O -4.444 3.655 -3.161 -1.12 1.41 0.16 -0.27
C -4.789 4.932 -3.748 -1.65 -0.66 3.49 -0.93
N -1.208 1.783 -2.495 -4.37 -4.13 -0.18 -0.44
H -3.227 4.182 -0.611 3.03 -2.14 -1.40 0.22
H -1.302 3.796 -1.125 0.30 1.09 0.01 0.38
H -2.159 2.715 -0.116 -0.13 0.38 0.39 -0.37
H -3.498 1.875 -2.170 0.72 -1.48 1.44 0.17
H -3.107 2.428 -4.159 -0.26 -0.02 -1.71 0.40
H -2.585 4.199 -3.655 -0.12 -1.67 -0.38 0.35
H -4.244 5.851 -3.584 1.29 -0.28 0.73 0.37
H -5.764 5.149 -3.285 0.07 -0.11 -0.54 0.25
H -4.863 4.811 -4.744 -0.51 -0.38 -3.58 0.44
H -0.945 2.417 -3.126 2.79 4.26 -2.42 0.32
H -1.450 1.145 -3.348 0.25 -0.06 2.18 0.30
C -4.738 -0.438 0.849 -5.51 7.02 0.87 -0.34
O -4.121 -0.430 -0.337 5.25 2.99 2.03 -0.35
H -5.759 -0.836 1.050 0.67 -0.48 -1.20 0.40
H -5.016 0.808 1.125 1.00 -3.30 -0.26 0.14
H -4.136 -0.777 1.519 3.64 -1.94 4.68 -0.07
H -4.679 -0.862 -0.809 -4.96 -4.26 -6.10 0.21
C 3.296 2.696 -0.726 -4.25 -1.11 -8.16 -1.14
O 1.854 2.617 -0.931 6.85 -3.06 -10.34 -0.35
H 3.496 3.686 -1.011 1.24 1.07 -1.56 0.35
H 3.746 1.806 -1.245 -0.10 1.33 -0.26 0.30
H 3.682 2.679 0.116 2.35 -0.72 8.94 0.56
H 1.493 2.783 -0.218 -6.03 2.56 11.52 0.15
C -3.196 2.902 3.049 -2.45 2.90 0.32 -0.70
O -2.120 2.273 2.454 0.65 -1.69 0.99 -0.24
H -2.987 3.699 3.859 0.44 -1.51 -0.75 0.27
H -4.069 2.250 3.540 2.11 0.91 -1.63 0.20
H -3.530 3.618 2.214 -0.84 -1.04 1.20 0.20
H -1.387 2.913 2.405 0.14 0.12 -0.43 0.20
```
Forces are in eV/Å.

The calculation puts the calculated total energy at -1824.24936 a.u. The total charge is 0. The HOMO energy is -7.709 eV.

=====

ORCA calculation (ωB97M-V/def2-TZVPD) on C6H4Br3NO3 in the gas phase at a distorted geometry.

XYZ file:
```
17
Properties=species:S:1:pos:R:3:forces:R:3:mulliken_charge:R:1
O 2.059 -1.777 0.950 0.81 -0.45 -0.03 -0.48
N 2.807 -1.138 0.220 -0.11 -1.39 0.95 0.85
O 4.017 -1.079 0.285 -0.48 -0.02 -0.10 -0.56
C 2.084 -0.390 -0.737 -0.71 1.69 -1.42 0.30
Br 2.818 -0.405 -2.484 -0.11 0.06 0.43 -0.12
C 1.026 0.375 -0.396 1.40 0.15 -0.54 -0.23
C 0.489 0.475 0.981 -0.84 1.49 -0.57 0.18
Br 1.735 0.579 2.455 -0.57 0.24 -0.27 -0.12
C -0.803 0.801 1.247 1.24 -2.21 -1.90 -0.67
C -1.965 0.699 0.361 -0.03 -1.26 -2.00 0.01
Br -3.292 1.974 0.762 -0.23 0.16 0.14 -0.14
C -2.217 -0.224 -0.660 1.93 2.22 3.04 -0.07
O -3.405 -0.131 -1.229 -1.08 -0.13 -0.87 -0.47
H 0.774 1.095 -1.228 -0.54 -0.91 1.24 0.36
H -1.051 0.746 2.249 -0.54 0.75 2.10 0.41
H -1.359 -0.901 -0.830 -1.13 -0.16 -0.57 0.42
H -3.719 -0.699 -1.948 0.97 -0.22 0.37 0.35
```
Forces are in eV/Å.

The calculation puts the calculated total energy at -8233.35023 a.u. The total charge is 0. The HOMO energy is -8.630 eV. The SMILES is O=[N+]([O-])\C(Br)=C/C(Br)=C\C(Br)=C\O.

=====

ORCA calculation (ωB97M-V/def2-TZVPD) on C13H17IN2OSr as an isolated structure at a distorted geometry.

XYZ file:
```
35
Properties=species:S:1:pos:R:3:forces:R:3:mulliken_charge:R:1
C 2.458 -3.942 1.571 -0.04 0.34 0.40 -0.56
C 1.107 -4.641 1.494 0.58 -0.73 0.56 -0.80
H 3.058 -4.110 0.678 -0.05 0.13 -0.09 0.34
H 3.046 -4.330 2.413 -0.16 0.04 -0.12 0.29
H 2.387 -2.847 1.730 -0.03 -0.88 -0.01 -0.07
H 0.445 -4.232 0.740 -0.28 0.13 -0.23 0.20
H 1.272 -5.699 1.254 -0.22 0.16 -0.14 0.31
H 0.613 -4.642 2.469 -0.15 0.23 -0.18 0.25
C 1.925 1.792 -1.539 -0.37 -0.08 -0.14 -0.03
C 2.158 2.851 -2.427 -0.37 -0.28 0.21 -0.71
C 1.122 3.297 -3.246 -0.12 -0.45 0.15 -0.46
C -0.132 2.688 -3.134 0.26 -0.27 0.49 -0.52
H 2.703 1.428 -0.841 -0.43 0.10 -0.59 0.08
H 3.150 3.275 -2.443 -0.01 0.20 -0.12 0.41
H 1.271 4.100 -3.965 0.04 -0.14 0.16 0.42
H -0.983 2.996 -3.743 0.57 0.14 0.19 0.23
N 0.735 1.169 -1.467 -0.12 0.66 -0.08 0.09
C -0.304 1.651 -2.199 1.79 0.77 -0.40 0.41
C -1.620 1.075 -1.955 -0.67 -1.13 0.17 0.31
N -1.659 0.100 -1.013 -1.14 -0.02 -0.31 0.08
C -2.857 -0.457 -0.742 -0.23 0.47 -0.66 -0.19
C -3.973 0.908 -2.430 0.24 -0.35 0.40 -0.43
C -4.025 -0.074 -1.422 0.10 0.08 -0.05 -0.68
H -2.904 -1.252 0.026 0.14 0.60 -0.46 0.38
H -4.966 -0.560 -1.172 0.18 0.13 -0.03 0.36
C -2.736 1.480 -2.706 -0.01 -0.39 0.47 -0.57
H -2.611 2.209 -3.501 -0.27 -0.17 0.29 0.27
H -4.867 1.217 -2.993 0.48 -0.29 0.39 0.41
Sr 0.536 -1.047 0.181 0.38 1.07 1.32 1.68
I 3.628 -0.787 0.824 0.30 0.53 -0.56 -0.56
C 0.150 0.694 3.372 0.01 -1.07 -1.00 -0.78
O 0.278 -0.144 2.211 -0.59 0.55 0.20 -0.79
H -0.918 1.055 3.478 0.99 -0.35 0.18 0.19
H 0.812 1.586 3.299 -0.31 -0.40 0.04 0.21
H 0.476 0.096 4.267 -0.48 0.69 -0.46 0.20
```
Forces are in eV/Å.

The calculation puts the calculated total energy at -1018.79012 a.u. The total charge is 0. The HOMO energy is -7.136 eV.

=====

Please write out number 5 again, unchanged.
ORCA calculation (ωB97M-V/def2-TZVPD) on C13H17IN2OSr as an isolated structure at a distorted geometry.

XYZ file:
```
35
Properties=species:S:1:pos:R:3:forces:R:3:mulliken_charge:R:1
C 2.458 -3.942 1.571 -0.04 0.34 0.40 -0.56
C 1.107 -4.641 1.494 0.58 -0.73 0.56 -0.80
H 3.058 -4.110 0.678 -0.05 0.13 -0.09 0.34
H 3.046 -4.330 2.413 -0.16 0.04 -0.12 0.29
H 2.387 -2.847 1.730 -0.03 -0.88 -0.01 -0.07
H 0.445 -4.232 0.740 -0.28 0.13 -0.23 0.20
H 1.272 -5.699 1.254 -0.22 0.16 -0.14 0.31
H 0.613 -4.642 2.469 -0.15 0.23 -0.18 0.25
C 1.925 1.792 -1.539 -0.37 -0.08 -0.14 -0.03
C 2.158 2.851 -2.427 -0.37 -0.28 0.21 -0.71
C 1.122 3.297 -3.246 -0.12 -0.45 0.15 -0.46
C -0.132 2.688 -3.134 0.26 -0.27 0.49 -0.52
H 2.703 1.428 -0.841 -0.43 0.10 -0.59 0.08
H 3.150 3.275 -2.443 -0.01 0.20 -0.12 0.41
H 1.271 4.100 -3.965 0.04 -0.14 0.16 0.42
H -0.983 2.996 -3.743 0.57 0.14 0.19 0.23
N 0.735 1.169 -1.467 -0.12 0.66 -0.08 0.09
C -0.304 1.651 -2.199 1.79 0.77 -0.40 0.41
C -1.620 1.075 -1.955 -0.67 -1.13 0.17 0.31
N -1.659 0.100 -1.013 -1.14 -0.02 -0.31 0.08
C -2.857 -0.457 -0.742 -0.23 0.47 -0.66 -0.19
C -3.973 0.908 -2.430 0.24 -0.35 0.40 -0.43
C -4.025 -0.074 -1.422 0.10 0.08 -0.05 -0.68
H -2.904 -1.252 0.026 0.14 0.60 -0.46 0.38
H -4.966 -0.560 -1.172 0.18 0.13 -0.03 0.36
C -2.736 1.480 -2.706 -0.01 -0.39 0.47 -0.57
H -2.611 2.209 -3.501 -0.27 -0.17 0.29 0.27
H -4.867 1.217 -2.993 0.48 -0.29 0.39 0.41
Sr 0.536 -1.047 0.181 0.38 1.07 1.32 1.68
I 3.628 -0.787 0.824 0.30 0.53 -0.56 -0.56
C 0.150 0.694 3.372 0.01 -1.07 -1.00 -0.78
O 0.278 -0.144 2.211 -0.59 0.55 0.20 -0.79
H -0.918 1.055 3.478 0.99 -0.35 0.18 0.19
H 0.812 1.586 3.299 -0.31 -0.40 0.04 0.21
H 0.476 0.096 4.267 -0.48 0.69 -0.46 0.20
```
Forces are in eV/Å.

The calculation puts the calculated total energy at -1018.79012 a.u. The total charge is 0. The HOMO energy is -7.136 eV.

=====

Look up the total charge of the third one.
0